(1)
Here is a molecular structure, H12O6V from the Open Molecules 2025 dataset. Energies are from ωB97M-V/def2-TZVPD.

Calculated values
- Energy: -1402.1445 Ha
- Relative energy (zero: lowest compared OMol25 entry of this formula, charge and spin): 0.0 kJ/mol
- LUMO level (spin up / spin down): -0.2613 / -0.2619 Ha
- Frontier orbital gap (spin up / spin down): 9.7 / 13.5 eV
- Total charge: +2
- Multiplicity: 4
- Expectation value of S²: 3.75
- Maximum force: 2.860 eV Å⁻¹

Cartesian coordinates (Å):
V1 0.13161 0.07663 0.04917
O1 -0.66737 -1.22385 1.68342
H1 -0.36069 -2.14500 1.71626
H2 -1.62568 -1.21357 1.87657
O2 1.61881 1.03454 1.34590
H3 1.43775 1.91180 1.75142
H4 1.78923 0.45016 2.10242
O3 1.73458 -1.35772 -0.28531
H5 1.82193 -2.15376 -0.78202
H6 2.62968 -1.18785 0.03560
O4 -1.15220 -1.08536 -1.24620
H7 -1.02408 -0.95159 -2.20727
H8 -2.05861 -1.34168 -1.20580
O5 -1.67557 1.39065 0.39284
H9 -1.66124 2.04993 1.11840
H10 -2.41852 1.58853 -0.13070
O6 0.67500 1.30230 -1.73689
H11 0.15875 2.07964 -1.93207
H12 0.64661 0.77619 -2.54574

***

(2)
Here is a molecular structure, H12O6V from the Open Molecules 2025 dataset. Energies are from ωB97M-V/def2-TZVPD.

Calculated values
- Energy: -1401.5253 Ha
- Relative energy (zero: lowest compared OMol25 entry of this formula, charge and spin): 83.1 kJ/mol
- LUMO level (spin up / spin down): -0.5901 / -0.5485 Ha
- Frontier orbital gap (spin up / spin down): 9.7 / 11.0 eV
- Total charge: +3
- Multiplicity: 3
- Expectation value of S²: 2.01
- Maximum force: 4.405 eV Å⁻¹

Cartesian coordinates (Å):
V1 -4.27000 -23.98900 12.04700
O1 -2.83800 -25.54600 11.80600
H1 -1.89900 -25.66300 12.04200
H2 -2.95600 -26.16300 11.07200
O2 -5.70100 -22.38800 12.36700
H3 -6.43400 -22.51400 12.94300
H4 -5.97800 -21.67600 11.77100
O3 -5.95800 -25.14600 11.40700
H5 -5.88400 -25.60700 10.57100
H6 -6.80900 -24.79900 11.54100
O4 -2.56300 -22.54700 12.35700
H7 -2.01400 -22.19800 13.00500
H8 -1.93700 -22.75100 11.66300
O5 -4.45800 -24.41200 13.98400
H9 -3.62600 -24.18000 14.37800
H10 -5.14600 -23.99200 14.52000
O6 -4.30700 -23.36700 9.87500
H11 -3.80700 -23.68000 9.13700
H12 -5.18200 -23.15900 9.53000

***

(3)
Here is a molecular structure, H12O8V from the Open Molecules 2025 dataset. Energies are from ωB97M-V/def2-TZVPD.

Calculated values
- Energy: -1552.9176 Ha
- Relative energy (zero: lowest compared OMol25 entry of this formula, charge and spin): 33.3 kJ/mol
- LUMO level: -0.1666 Ha
- Frontier orbital gap: 9.2 eV
- Total charge: +1
- Multiplicity: 1
- Maximum force: 2.861 eV Å⁻¹

Cartesian coordinates (Å):
O1 -0.23928 -0.24676 -1.30998
V1 0.21954 -0.48125 0.21468
O2 1.72734 -1.04068 0.16882
O3 -1.83482 0.85176 0.72193
H1 -1.76928 1.21190 1.61519
H2 -2.26513 1.55260 0.20300
O4 0.97797 1.61345 0.55604
H3 1.52627 1.89681 -0.19455
H4 0.91140 2.38274 1.13416
O5 -0.59119 -2.57323 0.40814
H5 -0.06577 -3.38561 0.38777
H6 -1.51470 -2.85038 0.31778
O6 0.03194 -0.69836 2.45705
H7 0.11059 -1.52544 2.95338
H8 -0.13945 -0.01781 3.12164
O7 3.79198 0.05463 -2.01405
H9 4.14670 0.13239 -1.12149
H10 4.55539 -0.17336 -2.55742
O8 -3.35951 1.25807 -2.03856
H11 -3.61109 1.38231 -2.96105
H12 -2.60890 0.65623 -2.06246

***

(4)
Here is 6 unconnected molecules or ions with the total composition H13O6 from the Open Molecules 2025 dataset. Energies are from ωB97M-V/def2-TZVPD.

Calculated values
- Energy: -458.9796 Ha
- Relative energy (zero: lowest compared OMol25 entry of this formula, charge and spin): 101.8 kJ/mol
- LUMO level: -0.1104 Ha
- Frontier orbital gap: 12.5 eV
- Total charge: +1
- Multiplicity: 1
- Maximum force: 3.288 eV Å⁻¹

Cartesian coordinates (Å):
O1 0.62369 -1.86054 1.23813
H1 1.15957 -1.92680 1.99656
H2 -0.17341 -1.45411 1.71430
O2 -1.12349 2.77106 -0.03509
H3 -2.12285 2.64749 -0.10045
H4 -1.09362 3.68202 -0.30268
O3 -1.50370 0.38792 -1.49752
H5 -1.41863 1.08150 -0.86654
H6 -2.36215 0.51651 -1.91994
O4 2.66223 -0.36182 -2.06721
H7 3.45408 -0.15997 -1.57422
H8 3.05204 -0.18332 -2.91467
O5 -0.62940 -0.38992 3.23518
H9 -0.61633 -0.70063 4.21333
H10 -1.52144 0.06484 3.10181
O6 0.40369 -1.20478 -1.14283
H11 1.15815 -0.79667 -1.59137
H12 0.47311 -1.62991 -0.14473
H13 -0.42153 -0.48289 -1.34205

***

(5)
Here is a molecular structure, H14IO7 from the Open Molecules 2025 dataset. Energies are from ωB97M-V/def2-TZVPD.

Calculated values
- Energy: -832.7819 Ha
- Relative energy (zero: lowest compared OMol25 entry of this formula, charge and spin): 331.3 kJ/mol
- LUMO level: 0.1070 Ha
- Frontier orbital gap: 8.5 eV
- Total charge: -1
- Multiplicity: 1
- Maximum force: 7.674 eV Å⁻¹

Cartesian coordinates (Å):
I1 -26.41669 3.26892 44.94296
O1 -28.13462 5.62489 44.59464
H1 -27.72315 4.83483 44.71176
H2 -29.13660 5.54861 44.35336
O2 -25.38235 6.45524 46.74965
H3 -24.54120 6.12851 47.22697
H4 -26.06593 5.74329 46.44071
O3 -23.65826 1.90277 47.08820
H5 -23.37640 1.01633 46.94484
H6 -24.41641 1.97312 46.47762
O4 -26.29128 4.45968 47.69181
H7 -25.83230 3.74205 48.02881
H8 -26.49465 4.30805 46.78111
O5 -27.21473 3.55101 41.71638
H9 -27.35813 3.20903 42.59742
H10 -27.94604 3.16991 41.26967
O6 -27.00595 1.23292 47.58572
H11 -26.64270 1.73265 46.71594
H12 -26.18677 1.53141 47.95116
O7 -27.04940 0.56657 42.62283
H13 -27.35243 0.86171 41.71184
H14 -26.58043 1.37079 43.00740

***

(6)
Here is 8 unconnected molecules or ions with the total composition H14IO7 from the Open Molecules 2025 dataset. Energies are from ωB97M-V/def2-TZVPD.

Calculated values
- Energy: -832.9012 Ha
- Relative energy (zero: lowest compared OMol25 entry of this formula, charge and spin): 18.0 kJ/mol
- LUMO level: 0.1051 Ha
- Frontier orbital gap: 8.7 eV
- Total charge: -1
- Multiplicity: 1
- Maximum force: 0.379 eV Å⁻¹

Cartesian coordinates (Å):
I1 -0.00915 0.59505 -0.56322
O1 -2.86955 1.12458 1.76647
H1 -2.13128 0.94016 1.15710
H2 -3.65899 1.01451 1.22740
O2 -0.28784 -3.08833 -0.71336
H3 -0.63744 -3.13253 0.18205
H4 -0.06478 -2.14665 -0.82775
O3 1.74098 2.11870 2.41839
H5 1.57778 1.59017 1.62065
H6 1.68171 3.02607 2.10098
O4 -3.15521 -1.02633 -1.93093
H7 -2.54606 -0.38916 -1.51933
H8 -3.98063 -0.92569 -1.44580
O5 3.13296 2.46343 -0.61419
H9 2.35477 2.02916 -1.00996
H10 3.45040 1.83165 0.04036
O6 2.07668 -1.19923 -3.12836
H11 1.44555 -1.45471 -3.80859
H12 1.52893 -0.78391 -2.44029
O7 0.37680 -1.07380 2.71266
H13 0.54812 -0.51942 1.92963
H14 -0.57376 -0.99372 2.84607

***

(7)
Here is a molecular structure, H14LiO7 from the Open Molecules 2025 dataset. Energies are from ωB97M-V/def2-TZVPD.

Calculated values
- Energy: -542.4309 Ha
- Relative energy (zero: lowest compared OMol25 entry of this formula, charge and spin): 165.9 kJ/mol
- LUMO level: -0.1216 Ha
- Frontier orbital gap: 11.3 eV
- Total charge: +1
- Multiplicity: 1
- Maximum force: 7.972 eV Å⁻¹

Cartesian coordinates (Å):
Li1 3.48151 4.60684 5.10001
O1 4.37415 4.31876 6.91736
H1 5.20915 3.76357 6.87017
H2 4.56954 5.02576 7.57848
O2 1.40932 4.04512 5.06819
H3 0.46021 3.62007 5.29784
H4 1.14912 4.74283 4.38831
O3 5.06571 7.58229 5.69537
H5 4.33367 7.09399 5.61173
H6 5.52169 7.51320 6.65210
O4 1.85792 5.21170 2.75351
H7 2.07865 4.28605 2.46226
H8 2.43858 5.71983 2.18245
O5 3.70609 2.70111 4.24017
H9 3.52163 1.77793 4.58905
H10 3.12031 2.53398 3.49380
O6 5.05991 4.77375 4.48260
H11 5.54323 4.19966 3.88760
H12 5.71429 5.35609 4.83947
O7 2.47462 6.21258 5.71686
H13 2.17822 6.98298 5.19790
H14 2.42873 6.61103 6.58406

***

(8)
Here is 7 unconnected molecules or ions with the total composition H14O6S2 from the Open Molecules 2025 dataset. Energies are from ωB97M-V/def2-TZVPD.

Calculated values
- Energy: -1256.1552 Ha
- Relative energy (zero: lowest compared OMol25 entry of this formula, charge and spin): 183.2 kJ/mol
- LUMO level: 0.0002 Ha
- Frontier orbital gap: 7.9 eV
- Total charge: 0
- Multiplicity: 1
- Maximum force: 2.378 eV Å⁻¹

Cartesian coordinates (Å):
S1 2.82651 1.46939 2.32601
S2 3.22981 0.16573 0.83894
H1 2.18694 2.34147 1.52620
H2 4.32889 -0.51054 1.20152
O1 0.62718 -2.63628 -2.11688
H3 0.31965 -1.83457 -2.54858
H4 1.58570 -2.63964 -2.06502
O2 -0.16250 -2.21372 0.65109
H5 0.37845 -2.58159 -0.05274
H6 -1.01115 -2.56109 0.53362
O3 -0.97954 -0.55967 -4.20734
H7 -0.21112 -0.02315 -4.40170
H8 -1.69923 0.03621 -4.42812
O4 -2.35803 -1.14661 1.92454
H9 -2.39817 -0.39111 1.32945
H10 -2.45071 -0.68938 2.75846
O5 0.73318 2.94644 0.20580
H11 -0.17422 2.94698 0.56518
H12 0.39924 2.54726 -0.61471
O6 -1.45624 1.73649 1.89824
H13 -1.30484 1.97987 2.81918
H14 -2.40982 1.61751 1.85689

***

(9)
Here is 7 unconnected molecules or ions with the total composition H14O7 from the Open Molecules 2025 dataset. Energies are from ωB97M-V/def2-TZVPD.

Calculated values
- Energy: -535.0387 Ha
- Relative energy (zero: lowest compared OMol25 entry of this formula, charge and spin): 223.6 kJ/mol
- LUMO level: 0.0005 Ha
- Frontier orbital gap: 11.2 eV
- Total charge: 0
- Multiplicity: 1
- Maximum force: 0.316 eV Å⁻¹

Cartesian coordinates (Å):
O1 0.31764 -0.57890 0.61921
H1 -0.01526 -0.21500 -0.20114
H2 -0.10076 -0.05420 1.30176
O2 1.58281 -3.91847 3.10026
H3 1.22869 -3.21211 2.55999
H4 1.26392 -4.72033 2.68607
O3 3.68111 0.15384 4.30876
H5 4.02357 0.34449 3.43549
H6 3.01252 0.82290 4.45568
O4 -4.96974 0.86079 -3.42968
H7 -5.45644 0.38968 -4.10601
H8 -4.06140 0.58438 -3.55114
O5 -0.39696 2.44671 -2.38231
H9 0.20523 3.10141 -2.02879
H10 -0.00274 2.18203 -3.21343
O6 2.83763 -4.16711 -1.44802
H11 3.75208 -4.12321 -1.72746
H12 2.64023 -3.28491 -1.13337
O7 -3.52428 4.29176 0.17852
H13 -2.65237 3.98276 -0.06746
H14 -3.36546 5.11349 0.64306

***

(10)
Here is 7 unconnected molecules or ions with the total composition H14O7 from the Open Molecules 2025 dataset. Energies are from ωB97M-V/def2-TZVPD.

Calculated values
- Energy: -535.0782 Ha
- Relative energy (zero: lowest compared OMol25 entry of this formula, charge and spin): 119.7 kJ/mol
- LUMO level: 0.0128 Ha
- Frontier orbital gap: 11.8 eV
- Total charge: 0
- Multiplicity: 1
- Maximum force: 3.923 eV Å⁻¹

Cartesian coordinates (Å):
O1 -1.36384 -1.31156 1.76208
H1 -1.21603 -1.82417 0.96068
H2 -1.67335 -1.83298 2.48510
O2 -2.69508 0.25546 -0.43678
H3 -2.45856 -0.16972 0.35613
H4 -1.89524 0.39237 -1.01912
O3 -1.38044 -2.10776 -0.87064
H5 -0.62829 -1.54472 -1.31262
H6 -2.14425 -1.58272 -0.93237
O4 1.84406 2.10684 -1.71420
H7 1.19485 2.82279 -1.65293
H8 1.95609 1.88309 -0.79542
O5 2.59147 1.42175 0.92732
H9 3.47145 1.06810 0.96774
H10 1.98234 0.66401 1.17315
O6 0.06652 -0.06391 -2.16182
H11 0.90833 0.37396 -1.96270
H12 -0.53259 0.55169 -2.58490
O7 0.98211 -0.30032 2.40487
H13 0.28853 -0.90165 1.97566
H14 0.38839 0.09590 3.05485

***

(11)
Here is a molecular structure, H14O7 from the Open Molecules 2025 dataset. Energies are from ωB97M-V/def2-TZVPD.

Calculated values
- Energy: -534.8224 Ha
- Relative energy (zero: lowest compared OMol25 entry of this formula, charge and spin): 791.4 kJ/mol
- LUMO level: -0.0282 Ha
- Frontier orbital gap: 8.8 eV
- Total charge: 0
- Multiplicity: 1
- Maximum force: 9.107 eV Å⁻¹

Cartesian coordinates (Å):
O1 0.15120 -0.18925 -0.41228
H1 0.64860 -0.86204 0.05267
H2 -0.64020 -0.07004 0.11280
O2 1.37959 -0.73345 1.34328
H3 2.02728 -0.38968 0.72803
H4 1.15230 0.01470 1.89541
O3 -1.47972 0.17107 0.85122
H5 -2.17824 -0.42411 1.12336
H6 -1.54269 0.90848 1.45825
O4 -2.36756 1.50189 -0.54571
H7 -2.07680 0.63745 -0.25511
H8 -3.18427 1.65287 -0.06987
O5 0.73739 1.92996 -0.21813
H9 0.49395 1.04820 -0.50001
H10 -0.06513 2.29192 0.15762
O6 0.85779 -0.16708 -2.62253
H11 0.73008 -0.10906 -1.67567
H12 1.60255 0.40748 -2.79989
O7 1.08789 -2.63377 0.11677
H13 1.79519 -3.08949 0.57314
H14 0.87075 -1.89600 0.68667